1.
69
Properties=species:S:1:pos:R:3:forces:R:3:lowdin_charge:R:1 method="wB97M-V/def2-TZVPD" total_energy_ha=-2294.37233 total_charge=-1 homo_lumo_gap_ev=5.059
H 3.335048 -4.689701 1.135454 0.03 0.01 -0.07 0.0780
H -1.201392 -3.939188 0.841345 0.01 0.46 -0.04 0.1280
N 1.502724 -3.707870 0.952854 0.52 -0.56 -0.12 -0.2457
S -3.096503 -1.135140 1.191906 0.55 0.02 -0.74 0.5618
C -9.365197 2.677606 0.867831 -0.11 1.08 0.26 -0.1478
C -6.078364 -0.938122 1.802839 -2.64 1.40 -0.32 0.0040
C -9.280286 -1.061232 -0.159400 0.98 0.08 0.71 -0.0737
C -7.273616 -0.519891 1.175718 1.62 -0.48 0.84 -0.1791
H 2.214168 -1.835193 1.642697 0.07 -0.12 -0.10 0.1211
H -7.999547 5.798980 1.302101 -0.15 -0.18 -0.13 0.0971
H 3.331043 -3.405589 -0.102531 0.06 0.04 -0.01 0.0820
H -8.162071 -3.149598 -1.496612 -0.30 0.06 -0.06 0.1005
C 0.604656 -3.196516 -0.050985 -0.21 0.05 0.22 -0.2096
C -11.933579 -2.759964 -2.300735 0.49 -0.34 -0.06 -0.0881
H 0.978119 -2.247382 -0.490824 0.00 -0.17 -0.01 0.1286
H 2.471959 -4.934374 -0.403077 0.16 0.00 0.05 0.0767
C -11.325313 -1.877107 -1.408868 -0.02 0.02 -0.04 -0.0231
C -4.562442 -7.230610 1.468975 -0.10 0.64 0.67 -0.0701
C -11.061831 4.441716 0.686113 0.64 0.18 0.25 -0.0892
H -7.797363 -2.469373 0.383535 -0.02 0.32 -0.02 0.0962
C -5.595592 -3.194276 0.858398 -0.14 0.85 0.55 -0.0904
H -5.398740 -2.141059 4.102322 -0.04 -0.25 -0.21 0.1188
C 2.730638 -4.202443 0.366805 -0.20 0.02 0.10 -0.1157
C -11.198448 -3.805880 -2.873133 -0.04 0.26 0.18 -0.1079
H -5.508102 -0.176881 2.329979 0.00 -0.21 0.09 0.1020
N -0.626564 -2.084441 1.735915 -0.74 0.19 0.46 -0.2000
H -5.785042 -2.808494 -0.144670 0.26 -0.07 0.28 0.1178
H -3.681713 -6.956848 0.868409 -0.23 -0.01 0.19 0.0938
H -9.267731 -4.774890 -2.966116 -0.10 0.25 0.03 0.0972
S -1.947304 -1.158958 3.870478 0.09 0.03 0.48 0.4323
C -0.759229 -2.954004 0.575759 0.35 0.09 -0.60 -0.2083
C -5.400783 -2.830656 3.255744 -0.34 1.13 -0.67 -0.0328
C -10.704129 3.094871 0.708382 -0.03 -0.06 -0.10 -0.0260
H -11.911224 -1.088606 -0.943733 0.20 -0.27 -0.17 0.0951
C -9.229830 -3.041251 -1.691620 -0.30 0.30 0.08 -0.0322
H -5.009577 -5.144998 0.145711 -0.15 0.37 0.35 0.1027
H -10.366487 6.481894 0.884772 0.09 -0.22 0.03 0.0917
C -7.731021 0.838913 1.276638 -0.65 0.63 -0.28 0.0328
C -5.711093 -2.312325 1.965910 0.78 -2.05 -0.15 -0.3121
C -10.089596 5.428133 0.892577 -0.10 -0.31 -0.09 -0.1083
H -7.353418 3.428753 1.215818 -0.27 0.14 -0.09 0.1007
H -12.107704 4.708912 0.532809 0.27 -0.01 0.05 0.0972
H -5.454769 -7.264232 0.826408 0.20 0.02 0.20 0.0895
H 0.139369 -3.198443 3.396106 -0.06 0.39 -0.21 0.1113
C -5.175258 -4.498684 1.014427 -0.02 -0.90 0.86 -0.0178
H 0.624913 -1.467800 3.302858 -0.35 -0.56 -0.17 0.0844
C -9.878089 0.231382 0.256065 -0.75 0.09 0.07 -0.2643
C -5.129126 -4.158049 3.447342 0.08 -1.12 -0.71 -0.0001
H -7.092575 1.553447 1.796117 -0.02 -0.25 -0.14 0.1145
C -8.401261 3.696386 1.080375 -0.38 -0.15 -0.14 -0.0365
O -11.109846 0.406155 0.222353 1.24 -0.18 -0.12 0.0120
H -1.382916 -2.436288 -0.172954 0.01 -0.36 0.55 0.0643
C -5.005122 -5.015029 2.323980 -0.25 0.89 -0.43 -0.2629
C -8.952212 1.261761 0.805625 0.74 -0.79 0.20 -0.0763
C -8.759744 5.043745 1.102293 -0.27 -0.20 0.07 -0.0980
H 0.538685 -3.960687 -0.835870 -0.16 0.27 0.00 0.1154
H -11.478786 2.344331 0.587296 0.30 0.24 0.01 0.0925
H -5.027451 -4.588432 4.443272 0.18 0.17 -0.26 0.1195
C -1.813668 -1.515510 2.229415 0.33 0.27 -0.01 -1.2880
C -9.844470 -3.947503 -2.552462 -0.22 0.21 0.16 -0.0979
H 2.414342 -3.238132 2.731858 -0.14 0.24 0.03 0.1171
O -4.748431 -6.323499 2.583093 0.25 -0.59 -0.60 -0.0968
H -4.402107 -8.194760 1.950760 -0.01 0.04 -0.21 0.0852
H -12.991778 -2.639643 -2.529081 0.23 -0.04 0.02 0.0966
C -9.958500 -1.981642 -1.086758 -0.36 -0.92 -0.44 -0.1463
C -8.102555 -1.428564 0.446504 -1.02 -0.16 -0.65 0.0299
C 1.732458 -2.761336 2.016312 -0.14 0.17 -0.12 -0.2071
H -11.671204 -4.502226 -3.564660 0.08 0.14 0.16 0.0919
C 0.428301 -2.378384 2.708134 0.22 -0.20 0.08 -0.2281


2.
82
Properties=species:S:1:pos:R:3:forces:R:3:lowdin_charge:R:1 method="wB97M-V/def2-TZVPD" total_energy_ha=-4297.58097 e_above_lowest_kj_mol=138.8 homo_lumo_gap_ev=8.382
O 0.389418 -2.719921 1.942507 -0.04 0.00 -0.17 -0.4011
O -0.207282 2.083598 2.106723 0.24 0.24 0.17 -0.1780
N -1.498275 1.294861 -0.665307 -0.02 -0.16 0.08 0.1250
C -3.900457 0.895153 2.083784 -0.18 0.15 -0.09 -0.2725
C 4.243008 -3.141300 0.691759 -0.04 0.00 -0.04 -0.0660
C 0.927682 -0.900838 6.313320 0.04 0.04 0.09 -0.0475
C -3.117012 -3.522402 -1.712654 -0.12 0.03 -0.21 -0.9803
C 3.526998 0.327398 -2.972290 -0.03 -0.07 0.13 -0.3640
H -6.576132 1.406883 0.089483 0.01 -0.02 0.02 0.1165
C -1.710694 2.170206 0.308402 -0.08 0.13 -0.14 -0.2948
C 0.859338 0.136014 3.750757 -0.20 -0.16 0.04 -0.2217
H 5.076115 -1.650833 1.992491 0.00 0.00 -0.05 0.1097
C -3.978140 -0.480058 2.249327 -0.11 -0.02 0.31 -0.0365
H -7.993695 -0.718948 0.239600 -0.01 0.00 0.00 0.0801
H 6.684062 1.217353 -3.769605 -0.03 -0.01 0.00 0.1063
H 4.077916 0.248514 0.740162 -0.05 -0.07 0.02 0.1118
H -3.417029 -4.405363 0.070321 0.02 -0.01 0.03 0.0917
N -1.459094 1.682175 1.632194 -0.09 -0.69 -0.13 -0.1863
N -2.275027 -3.556817 -2.767660 0.09 0.12 0.02 -0.0812
H -2.280819 4.131749 0.931694 -0.03 0.01 -0.04 0.1161
C -2.137108 3.470704 0.088395 0.10 0.07 0.11 0.0093
C 1.478916 0.343093 6.060485 0.03 0.00 0.10 -0.0558
O 0.880744 0.041839 1.080694 -0.21 0.38 0.22 -0.3766
H -5.058275 -2.243162 1.728977 -0.03 0.05 0.02 0.1142
C -2.355695 3.871602 -1.219179 0.04 0.06 0.01 -0.0408
C -5.941615 -0.505844 0.838332 -0.11 0.05 -0.01 -0.2874
O -1.394461 -3.048133 3.574731 0.00 0.11 0.00 -0.2971
C 3.131260 -0.259852 -4.159417 -0.05 -0.02 -0.05 -0.0748
O 2.109776 1.821539 2.243431 0.00 -0.04 0.02 -0.2529
S -2.626005 1.808700 2.855631 -0.31 0.31 -0.05 0.7131
H -3.136823 -1.975324 -3.780417 -0.02 0.02 0.02 0.0388
H 0.939808 -1.300358 7.319396 0.01 -0.03 -0.02 0.1111
H -1.360825 -1.930329 -3.747264 -0.02 0.01 0.02 0.0723
C -4.827836 1.587634 1.305454 0.05 -0.11 0.10 -0.0486
C 3.444442 -3.387662 -0.419879 0.00 0.02 0.04 -0.0618
C 2.880044 -2.330816 -1.117280 0.02 -0.05 -0.06 -0.0835
H 1.914329 1.813677 4.553641 -0.03 0.01 0.05 0.1160
H -2.016200 -4.976747 -0.744231 -0.02 -0.02 0.01 0.1035
C 4.794535 0.871985 -2.821971 -0.05 0.02 0.11 -0.0801
H 4.675543 -3.970932 1.237159 -0.03 0.03 0.00 0.1069
H -2.209716 -3.084498 -4.804316 0.02 -0.01 0.01 0.0844
C 4.036943 -0.332972 -5.210584 0.03 0.03 0.02 -0.0720
C -1.699450 1.692782 -1.918662 0.05 -0.09 0.06 -0.1139
O -2.072215 1.138342 3.985500 0.10 -0.08 0.02 -0.2346
H 2.123010 -0.647504 -4.245150 0.04 -0.01 0.01 0.1040
H -6.827403 -1.392861 -0.900202 -0.06 -0.01 0.06 0.0370
H 1.925385 0.917357 6.861393 0.01 -0.01 -0.01 0.1101
S 0.971348 0.960543 2.178074 0.65 -0.24 -0.25 0.7018
S 2.379718 0.343448 -1.575426 0.01 -0.12 -0.14 1.0111
H -1.485128 -4.178799 -2.703129 -0.05 -0.07 -0.04 0.1301
H -2.273315 3.250808 -3.278286 -0.01 -0.03 0.01 0.1078
H 5.078700 1.337945 -1.883661 0.01 -0.02 -0.05 0.1133
C 0.286368 -1.125178 4.001476 0.02 0.47 -0.06 -0.2009
S -4.369742 -2.427186 -1.527348 0.31 -0.15 -0.11 0.6804
C 4.477511 -1.838634 1.109764 0.03 -0.05 0.02 -0.0596
H 6.019493 0.129263 -5.887489 -0.02 0.00 0.02 0.1037
H 3.257311 -4.405159 -0.739825 0.01 0.02 0.02 0.1079
H -1.503108 0.954199 -2.688730 0.02 0.03 0.03 0.1067
C 5.315607 0.188833 -5.066856 -0.05 0.01 -0.02 -0.0818
S -0.617018 -2.107670 2.804302 0.30 -0.32 0.28 0.4038
H 3.743242 -0.800886 -6.141644 0.00 0.02 0.00 0.1050
C 1.461788 0.858912 4.777126 -0.13 -0.13 -0.13 -0.0485
C 3.132660 -1.036628 -0.694798 -0.02 0.12 -0.04 -0.3842
C 5.690746 0.799976 -3.876175 0.02 -0.01 -0.01 -0.0764
C -4.997822 -1.166979 1.617516 -0.10 -0.03 0.02 -0.0460
C -2.127720 2.970495 -2.243773 -0.03 -0.01 -0.04 -0.0416
O 1.076018 -0.160673 -2.128320 0.19 0.00 0.05 -0.6255
Tl -0.698288 -1.585762 -0.343148 -0.07 0.30 -0.07 1.0066
C 3.923045 -0.774900 0.412355 -0.07 0.13 -0.02 -0.0815
O -1.425383 -1.115812 2.090496 0.44 -0.29 -0.34 -0.4908
H 2.253961 -2.499182 -1.987222 0.01 0.01 0.05 0.1095
N -2.893972 -4.484251 -0.784224 0.01 0.03 0.11 0.0871
C -7.052134 -1.263167 0.161299 0.06 0.10 0.01 -0.0764
C 0.344245 -1.630671 5.290207 0.00 -0.03 -0.11 -0.0391
H -7.181870 -2.252342 0.598961 0.02 0.02 -0.04 0.0796
C -5.843736 0.879792 0.690756 0.01 -0.06 -0.04 -0.0279
C -2.236216 -2.578820 -3.839168 -0.03 -0.05 0.04 -0.0983
H -0.101663 -2.600718 5.467780 -0.01 0.08 0.05 0.1155
H -4.752363 2.662028 1.209838 -0.04 0.00 0.00 0.1099
H -3.237438 -0.999861 2.844412 -0.45 0.19 -0.03 0.0948
H -2.682877 4.880501 -1.434385 -0.01 -0.01 0.01 0.1129
O -3.048058 3.177550 2.989170 0.05 -0.11 -0.05 -0.2772


3.
71
Properties=species:S:1:pos:R:3:forces:R:3:lowdin_charge:R:1 method="wB97M-V/def2-TZVPD" total_energy_ha=-1781.48670 homo_lumo_gap_ev="6.876 / 6.100" multiplicity=5
C 3.037008 -3.439417 -0.163004 0.13 -0.03 -0.05 -0.3702
C -3.759368 3.670221 -1.255077 0.03 0.01 0.00 -0.0090
C -1.624373 -4.673160 -1.984150 -0.01 -0.05 -0.07 -0.0753
O -1.775982 -3.330932 1.334794 0.01 -0.14 -0.01 -0.0101
C 1.169177 1.671808 1.481296 -0.13 0.07 -0.08 -0.0855
H 3.142888 2.051590 2.107707 -0.04 0.00 0.12 0.1304
H -4.855692 0.559250 2.760689 -0.02 0.01 0.03 0.0953
H 1.150018 -0.558018 -2.451960 0.00 0.01 -0.02 0.0980
H -0.658806 4.301281 -0.056914 0.01 0.00 0.00 0.1229
H -4.157931 2.667193 1.238832 -0.03 0.03 0.02 0.1094
H -1.447846 6.633128 -0.354214 0.00 0.03 0.00 0.1220
H -3.177330 -4.927322 -0.439591 0.01 -0.02 -0.01 0.1226
Pt -0.554694 -0.982581 0.345748 0.12 0.14 0.17 1.3063
C -0.375710 2.348850 -2.486155 -0.10 0.08 0.04 -0.0155
C -3.722609 1.682730 1.230458 -0.02 -0.03 0.01 -0.0214
C -2.088507 5.800764 -0.607840 -0.03 -0.10 -0.02 -0.0092
H -4.400181 2.836535 -1.506966 -0.01 -0.02 0.00 0.1306
H -5.189767 5.161910 -1.831631 0.00 0.01 0.00 0.1227
H 2.420292 -4.417445 1.683463 0.03 0.01 0.01 0.0866
H 0.345146 0.969058 1.633679 0.03 0.02 0.00 0.0273
C -4.079188 0.601838 2.016534 -0.07 0.06 -0.01 -0.0663
H 1.297505 1.837168 0.411157 0.00 -0.06 -0.02 0.0776
C -3.367065 6.032674 -1.109523 0.07 -0.06 0.03 -0.2298
H -1.679878 -5.762940 -0.060872 0.02 0.01 0.00 0.1215
H -2.437173 -4.640077 -2.709123 0.01 0.01 0.00 0.1208
N -0.298954 0.405615 -1.306348 -0.08 -0.01 0.13 -0.0664
C -1.597828 -3.635798 0.160503 0.05 0.14 0.09 -0.5432
C 3.553621 -2.179770 0.488843 0.18 -0.02 0.07 -0.1266
C 3.222834 0.055984 1.553450 0.29 0.15 -0.01 -0.1139
H 0.848002 2.612328 1.935991 0.04 0.02 -0.02 0.0864
H 1.088764 -3.675341 0.793461 0.01 0.02 0.02 0.0398
N -2.386399 -0.068400 0.684161 -0.03 0.01 0.10 -0.1227
O -0.431587 -2.779183 -2.944792 0.00 0.04 -0.02 0.0515
H 3.091531 0.668928 4.178377 0.03 0.01 0.01 0.0796
H 1.579762 -2.577996 -1.533591 0.03 -0.01 0.03 0.0260
C -2.093357 -4.879041 -0.545795 -0.04 0.01 0.01 -0.0765
C -2.482192 3.427140 -0.757973 0.03 0.06 -0.01 -0.1882
C 2.504940 -3.150240 -1.565313 -0.07 -0.01 -0.07 -0.0530
H 1.144440 1.718678 -3.944433 0.01 0.01 -0.04 0.0969
C 4.599080 0.120989 1.701413 -0.15 0.05 -0.06 -0.0406
H 5.022202 0.998282 2.175498 0.01 0.01 0.00 0.1191
C -0.927085 1.646288 -1.369253 0.03 -0.17 -0.14 -0.2648
C 5.440243 -0.889479 1.267624 0.12 -0.03 -0.01 -0.0496
H 6.510393 -0.795612 1.396920 0.00 0.01 0.01 0.1088
H 2.291020 -4.081367 -2.092297 -0.03 -0.02 0.01 0.0883
C -4.202064 4.968113 -1.437067 0.01 -0.04 0.00 -0.0097
C -0.918258 -3.318257 -1.976757 0.01 0.00 -0.02 -0.5063
H 1.810423 -5.168638 0.207501 0.01 -0.02 -0.01 0.0842
C 2.174089 0.907405 3.641614 -0.07 -0.07 -0.01 -0.0507
H 3.917340 -4.082178 -0.270813 -0.03 0.03 -0.02 0.1271
C 2.679085 -1.110100 0.911769 -0.35 -0.09 0.23 -0.2345
C -3.229568 -0.447830 1.652887 0.12 -0.10 -0.12 -0.1428
C -1.650822 4.498865 -0.441516 -0.02 -0.01 0.01 -0.0073
C 2.445787 1.209121 2.163090 0.04 -0.03 0.05 -0.3737
H -3.177699 -1.455898 2.034203 -0.02 -0.01 0.05 0.0948
C 2.029485 -4.212226 0.686201 -0.08 -0.03 0.03 -0.0514
H 1.499216 0.053174 3.731823 -0.01 -0.02 0.00 0.0874
H 5.572342 -2.820876 0.345208 0.01 -0.02 0.00 0.1164
C 4.910862 -2.028350 0.671024 -0.12 -0.02 0.00 -0.0285
C -1.991027 2.035086 -0.569641 -0.02 -0.03 0.09 -0.0467
C -2.664882 1.261626 0.395346 0.11 0.01 -0.14 -0.2649
H 3.231233 -2.591732 -2.157695 0.04 -0.01 0.00 0.0894
N 1.387436 -1.263531 0.712092 0.15 -0.01 -0.39 0.0690
C -3.823388 7.379776 -1.290262 -0.05 0.13 -0.02 -0.1842
N -4.185318 8.460344 -1.433435 -0.02 0.05 -0.01 0.1590
H -0.683491 3.326905 -2.816361 0.01 0.03 -0.03 0.1122
H -0.916136 -5.427051 -2.328928 -0.01 0.00 0.02 0.1197
N -0.912894 -2.830780 -0.692394 -0.22 -0.03 0.06 -0.0129
C 0.562037 0.334455 -2.298023 0.04 -0.04 0.03 -0.1275
C 0.549409 1.525593 -3.068612 0.04 0.02 0.00 -0.0521
H 1.697440 1.760872 4.124963 0.01 0.03 0.00 0.0813